Record 1
DFT (the ωB97M-V functional and the def2-TZVPD basis) results for a molecular structure, C37H41InO3P2S2Si2.

Structure (XYZ):
```
88
Properties=species:S:1:pos:R:3:lowdin_charge:R:1
In -1.59 -0.90 -1.32 0.5292
C -3.13 -2.59 1.67 -0.2126
Si -2.97 -2.75 -0.18 0.4329
C -4.62 -3.17 -0.95 -0.2188
C -1.78 -4.18 -0.59 -0.2984
C -2.20 -5.42 -0.08 -0.1147
C -1.49 -6.59 -0.30 -0.0932
C -0.33 -6.55 -1.07 -0.0933
C 0.09 -5.34 -1.59 -0.1217
C -0.59 -4.13 -1.36 -0.2950
Si 0.21 -2.59 -2.18 0.5045
C 1.98 -2.60 -1.55 -0.2100
C 0.33 -3.01 -4.01 -0.2339
H -3.58 -3.48 2.11 0.0301
H -3.76 -1.72 1.90 0.0234
H -2.15 -2.43 2.12 0.0114
H -5.05 -4.07 -0.48 0.0283
H -4.52 -3.36 -2.02 0.0298
H -5.33 -2.34 -0.81 0.0269
H -3.11 -5.48 0.52 0.0946
H -1.83 -7.53 0.12 0.0988
H 0.23 -7.45 -1.27 0.0986
H 1.00 -5.33 -2.20 0.0876
H 2.40 -3.61 -1.61 0.0303
H 2.04 -2.29 -0.50 -0.0002
H 2.62 -1.93 -2.14 0.0301
H 0.94 -3.90 -4.17 0.0245
H 0.78 -2.18 -4.58 0.0223
H -0.67 -3.20 -4.42 0.0276
O -0.02 0.94 -1.88 -0.4071
P 1.06 1.73 -1.19 0.7454
C 1.94 0.71 0.04 -0.2754
P 0.81 0.02 1.28 0.7545
O -0.40 -0.60 0.66 -0.4296
C 0.33 1.31 2.42 -0.2748
C -1.02 1.32 2.80 -0.0554
C -1.46 2.25 3.72 -0.0534
C -0.57 3.17 4.26 -0.0690
C 0.77 3.17 3.88 -0.0748
C 1.22 2.24 2.96 -0.0820
C 1.77 -1.21 2.17 -0.2705
C 3.03 -0.94 2.70 -0.0760
C 3.73 -1.94 3.34 -0.0753
C 3.18 -3.21 3.47 -0.0711
C 1.92 -3.48 2.94 -0.0562
C 1.21 -2.48 2.29 -0.0572
C 0.51 3.19 -0.33 -0.2761
C -0.82 3.28 0.07 -0.0540
C -1.25 4.42 0.76 -0.0488
C -0.36 5.46 1.01 -0.0659
C 0.96 5.37 0.59 -0.0780
C 1.40 4.24 -0.07 -0.0779
C 2.32 2.26 -2.36 -0.2782
C 3.69 2.18 -2.14 -0.0829
C 4.58 2.53 -3.14 -0.0757
C 4.11 2.96 -4.37 -0.0744
C 2.74 3.05 -4.60 -0.0661
C 1.85 2.70 -3.60 -0.0587
H 2.76 1.26 0.51 0.0695
H 2.33 -0.16 -0.50 0.0631
H -1.71 0.62 2.34 0.0981
H -2.51 2.27 4.01 0.1134
H -0.92 3.90 4.99 0.1068
H 1.45 3.89 4.30 0.1067
H 2.26 2.25 2.66 0.1008
H 3.47 0.05 2.60 0.0994
H 4.72 -1.74 3.75 0.1057
H 3.73 -4.00 3.97 0.1062
H 1.49 -4.47 3.03 0.1116
H 0.24 -2.68 1.86 0.0995
H -1.52 2.48 -0.13 0.0607
H -2.28 4.48 1.08 0.1043
H -0.71 6.35 1.52 0.1086
H 1.64 6.19 0.78 0.1048
H 2.43 4.16 -0.40 0.1046
H 4.07 1.84 -1.18 0.0976
H 5.65 2.46 -2.96 0.1062
H 4.81 3.22 -5.16 0.1067
H 2.37 3.39 -5.56 0.1083
H 0.78 2.75 -3.78 0.1158
C -4.55 4.38 -1.05 -0.1237
O -3.92 3.10 -1.03 -0.2535
C -4.26 2.21 -0.08 -1.3313
S -5.33 2.55 1.13 0.5880
S -3.52 0.66 -0.27 0.5194
H -4.11 4.91 -1.88 0.0902
H -4.39 4.91 -0.11 0.0600
H -5.63 4.27 -1.19 0.0777
```

Values from the calculation:
LUMO energy, eV: 0.1
Strongest force on any atom, hartree/bohr: 0.0135



Record 2
DFT (the ωB97M-V functional and the def2-TZVPD basis) results for 15 unconnected molecules or ions with the total composition C35H41BrCl42N3O5P at a distorted geometry.

Structure (XYZ):
```
128
Properties=species:S:1:pos:R:3:lowdin_charge:R:1
C -2.65 3.71 -0.96 -0.3002
C -2.26 2.60 -0.61 -0.1130
C -1.65 1.14 -0.43 -0.5357
P -2.09 0.60 1.34 0.6645
O -1.35 1.70 2.42 -0.4187
Br -1.09 -1.40 1.81 0.2633
N -2.59 0.33 -1.26 0.0807
C -1.73 -0.54 -2.05 -0.3511
O -2.31 -1.48 -2.56 0.0682
C -0.20 -0.08 -2.15 -0.2451
C -0.19 0.77 -3.50 -0.0799
C -0.14 -0.09 -4.81 -0.2211
N -1.18 -0.51 -5.46 0.1164
C 0.56 -1.46 -2.08 -0.0606
C 2.02 -1.46 -2.74 -0.1531
O 2.26 -2.79 -3.27 -0.1179
C 1.75 -2.90 -4.58 -0.3863
O 2.46 -2.78 -5.55 0.1005
C -0.15 0.88 -0.88 -0.2086
C 0.72 2.19 -0.91 -0.1610
C 2.22 1.99 -1.39 -0.1723
C 3.21 2.72 -0.39 -0.2235
N 3.23 2.20 0.99 -0.0716
C 3.26 0.72 1.00 -0.1826
C 3.79 0.08 2.32 -0.0840
C 3.72 0.69 3.67 -0.1045
C 4.23 -0.11 4.82 -0.1211
C 4.83 -1.46 4.65 -0.2247
C 4.91 -2.09 3.29 0.0082
C 4.38 -1.30 2.17 -0.2215
O 4.42 -1.91 0.88 -0.0362
H -3.15 4.60 -1.40 -0.0433
H -1.71 1.44 3.28 0.0296
H -3.21 -0.13 -0.59 0.0902
H -1.13 1.39 -3.54 0.1331
H 0.67 1.51 -3.56 0.1107
H 0.88 -0.35 -5.22 0.1105
H -0.81 -1.04 -6.26 0.0545
H 0.73 -1.77 -0.99 0.1172
H 0.01 -2.32 -2.55 0.0883
H 2.83 -1.30 -1.96 0.1241
H 2.17 -0.64 -3.50 0.1180
H 0.64 -3.06 -4.68 0.0366
H 0.29 0.22 -0.08 0.0697
H 0.76 2.59 0.15 0.1232
H 0.27 3.00 -1.55 0.0084
H 2.32 2.54 -2.38 0.1120
H 2.49 0.92 -1.62 0.0864
H 4.25 2.78 -0.83 0.1223
H 2.85 3.79 -0.32 0.1250
H 2.46 2.57 1.55 0.0959
H 3.90 0.40 0.12 0.1296
H 2.22 0.30 0.82 0.1155
H 3.24 1.72 3.78 -0.0436
H 4.16 0.31 5.85 0.0172
H 5.22 -2.06 5.55 -0.0018
H 5.34 -3.12 3.13 0.1141
H 3.50 -2.23 0.76 0.1076
C 2.74 -2.46 8.07 -1.4870
Cl 1.04 -2.17 7.68 0.5327
Cl 3.73 -2.47 6.59 0.6242
Cl 3.34 -1.24 9.21 0.5108
H 2.82 -3.43 8.54 -0.0892
C 4.30 2.68 9.43 -1.5193
Cl 4.77 1.78 7.98 0.5357
Cl 2.87 3.67 9.12 0.5213
Cl 4.02 1.58 10.79 0.5115
H 5.12 3.34 9.69 0.0156
C -5.08 4.58 2.27 -1.4738
Cl -3.80 4.44 1.05 0.6519
Cl -6.02 6.06 2.03 0.5434
Cl -6.14 3.16 2.21 0.5374
H -4.62 4.62 3.25 0.0176
C -2.94 -4.04 -4.46 -1.4819
Cl -3.76 -5.57 -4.10 0.5304
Cl -1.19 -4.20 -4.24 0.5304
Cl -3.33 -3.51 -6.10 0.5192
H -3.30 -3.29 -3.77 -0.0050
C -9.01 7.44 4.43 -1.5571
Cl -10.68 6.90 4.19 0.5212
Cl -8.96 9.18 4.74 0.5186
Cl -8.25 6.55 5.75 0.5104
H -8.45 7.23 3.52 -0.0214
C 3.54 -6.49 6.77 -1.5038
Cl 3.39 -5.31 5.45 0.5196
Cl 5.08 -7.33 6.67 0.5326
Cl 3.36 -5.72 8.35 0.5828
H 2.74 -7.22 6.66 0.0165
C 0.82 3.38 5.60 -1.4893
Cl -0.31 2.65 6.74 0.5265
Cl 2.08 2.23 5.15 0.6651
Cl -0.04 3.96 4.16 0.5501
H 1.29 4.23 6.08 0.0101
C -0.17 5.83 -3.39 -1.4611
Cl 1.04 6.59 -2.35 0.5054
Cl -0.99 4.51 -2.51 0.6882
Cl -1.35 7.02 -3.95 0.5408
H 0.33 5.40 -4.25 0.0187
C -6.17 5.37 -1.76 -1.5417
Cl -4.90 5.26 -2.98 0.5593
Cl -7.11 6.85 -1.97 0.5312
Cl -7.22 3.95 -1.83 0.5344
H -5.71 5.40 -0.78 -0.0568
C -2.07 -7.25 -7.88 -1.5063
Cl -3.76 -6.94 -8.29 0.5352
Cl -1.06 -7.24 -9.34 0.5484
Cl -1.49 -6.06 -6.71 0.4639
H -2.00 -8.24 -7.43 0.0134
C 0.69 -7.48 -3.20 -1.4907
Cl -0.16 -7.94 -4.68 0.5144
Cl 1.14 -5.77 -3.23 0.5541
Cl -0.30 -7.83 -1.77 0.5050
H 1.60 -8.07 -3.13 0.0182
C 0.38 8.58 1.28 -1.5324
Cl 1.67 8.48 0.08 0.4934
Cl -0.57 10.05 1.05 0.5285
Cl -0.66 7.15 1.19 0.5061
H 0.83 8.61 2.26 0.0146
C -2.44 -7.13 1.89 -1.5359
Cl -2.45 -5.64 0.93 0.5139
Cl -1.88 -8.49 0.92 0.4981
Cl -1.43 -6.93 3.33 0.5184
H -3.46 -7.33 2.22 0.0145
C 0.93 -5.64 -12.11 -1.5584
Cl 0.58 -3.92 -11.97 0.5197
Cl 0.35 -6.27 -13.66 0.5172
Cl 2.66 -5.94 -11.93 0.5196
H 0.41 -6.17 -11.32 -0.0575
```

Values from the calculation:
LUMO energy, eV: -0.2
Strongest force on any atom, hartree/bohr: 0.0696



Record 3
DFT (the ωB97M-V functional and the def2-TZVPD basis) results for 3 unconnected molecules or ions with the total composition C11H25BO5S2.

Structure (XYZ):
```
44
Properties=species:S:1:pos:R:3:lowdin_charge:R:1
O -0.46 1.98 -2.30 -0.3237
S -0.61 0.63 -1.83 0.6527
O -1.36 -0.34 -2.60 -0.3291
C 1.01 -0.03 -1.46 -0.2271
C 1.24 0.34 0.00 -0.2153
C -0.09 0.06 0.72 -0.2073
C -1.21 0.67 -0.14 -0.2200
H 1.73 0.39 -2.15 0.1070
H 0.95 -1.11 -1.59 0.1069
H 2.05 -0.23 0.44 0.0810
H 1.49 1.40 0.08 0.1253
H -0.23 -1.02 0.81 0.1174
H -0.09 0.48 1.72 0.1173
H -2.14 0.10 -0.09 0.0991
H -1.39 1.71 0.11 0.1036
O 2.24 -2.26 2.64 -0.3211
S 3.58 -1.73 2.58 0.6524
O 3.80 -0.34 2.29 -0.3265
C 4.45 -2.19 4.08 -0.2288
C 5.07 -3.54 3.75 -0.2193
C 5.64 -3.41 2.33 -0.2123
C 4.55 -2.76 1.47 -0.2185
H 3.74 -2.21 4.90 0.1089
H 5.21 -1.43 4.25 0.1086
H 5.84 -3.81 4.47 0.1157
H 4.30 -4.32 3.78 0.1200
H 6.53 -2.79 2.35 0.1173
H 5.93 -4.38 1.92 0.1143
H 4.97 -2.12 0.69 0.1030
H 3.88 -3.49 1.03 0.1049
B -6.66 2.84 -1.15 -0.1630
O -6.55 2.98 -2.49 -0.0530
C -5.34 3.53 -3.02 -0.2185
C -4.09 2.76 -2.64 -0.2332
C -4.17 1.25 -2.98 -0.0783
H -5.93 3.43 -0.40 0.0520
H -7.53 2.13 -0.74 0.0366
H -5.44 3.49 -4.11 0.1254
H -5.24 4.58 -2.75 0.1224
H -3.28 3.19 -3.24 0.1097
H -3.81 2.92 -1.60 0.0943
H -3.88 0.67 -2.11 0.0561
H -5.19 0.95 -3.22 0.0746
H -3.49 1.01 -3.80 0.0685
```

Values from the calculation:
SMILES string: O=S1(=O)CCCC1.O=S1(=O)CCCC1.BOCCC
LUMO energy, eV: 0.5
Strongest force on any atom, hartree/bohr: 0.0156